[1]
Density functional theory data (ωB97M-V with the def2-TZVPD basis set) for a structure of composition C15H33NS4SbSi3W.

The geometry in XYZ format:
```
58
Properties=species:S:1:pos:R:3
Si -0.233 -2.523 -0.261
S 1.247 2.424 3.905
H -3.211 3.378 2.054
C 2.757 -4.433 1.834
H 0.265 -1.888 -2.646
C 2.381 -3.520 -0.763
Sb 1.426 0.261 3.676
H 4.376 -4.215 -1.133
C 3.776 -4.558 0.898
H 1.430 3.542 -2.811
H -2.882 1.679 2.200
H -1.842 -3.273 1.561
H -2.587 2.630 -2.406
H -1.494 4.824 -1.157
C -0.398 1.865 0.424
C -2.809 1.974 -1.564
H 2.476 2.852 1.067
H 2.905 -4.783 2.847
W -0.098 -0.145 0.887
H -2.813 0.317 0.389
Si 0.987 2.263 -0.839
N -2.237 -0.491 0.161
H 2.884 3.719 -0.417
S -0.932 -0.558 2.865
H -2.377 -0.700 -0.825
H -1.385 -4.522 0.413
H -1.474 -2.027 -2.377
C -3.206 2.443 1.489
H 2.010 0.115 -1.784
C -0.499 -2.438 -2.101
H -4.245 2.248 1.208
H 2.261 -3.174 -1.783
H -0.120 2.316 1.392
C 0.597 3.573 -2.101
H -2.418 0.989 -1.837
C 1.054 0.638 -1.805
H 4.718 -5.010 1.182
C 1.349 -3.381 0.168
C 3.587 -4.107 -0.400
H 0.773 0.807 -2.849
H 0.291 -0.098 -1.481
H -1.165 4.919 0.581
H -0.479 -3.476 -2.447
H -2.598 -3.334 -0.047
C -1.663 -3.469 0.503
H 0.776 -3.751 2.220
H -3.898 1.902 -1.506
C -1.847 4.521 -0.174
Si -2.068 2.686 0.006
S 2.222 -1.418 4.814
H -2.820 4.992 -0.009
H -0.320 3.400 -2.663
H 3.398 2.051 -0.205
C 2.583 2.749 -0.015
H 0.565 4.579 -1.683
S 2.072 -0.230 1.190
H -2.597 -1.282 0.687
C 1.553 -3.853 1.467
```

## Properties
total charge = +1
HOMO energy = -11.6578 eV
gap between HOMO and LUMO = 6.36 eV
LUMO level = -5.301 eV

[2]
Density functional theory data (ωB97M-V with the def2-TZVPD basis set) for the molecule C19H20N2O4S.

The geometry in XYZ format:
```
46
Properties=species:S:1:pos:R:3
H 0.126 -4.174 0.131
O -0.128 -1.231 -2.018
H -2.928 2.373 2.452
H -1.259 1.806 2.110
C 0.476 1.826 -1.528
C 2.071 2.294 0.666
H -2.862 -2.924 -2.173
H -1.193 -3.367 -1.708
H 2.516 -4.295 0.724
C -0.062 2.468 -0.417
O 3.878 1.151 -0.286
H 0.401 3.273 1.530
O -2.114 -0.441 -2.666
H -0.166 1.700 -2.388
C -2.352 -2.413 -0.137
H 3.676 -2.384 1.710
O -1.383 2.803 -0.518
H 4.487 0.770 -2.236
C -1.450 -1.310 -2.174
N -0.251 0.017 1.521
H -1.669 4.068 1.104
C -1.373 -0.417 1.022
C 1.787 1.380 -1.530
H 0.207 -0.345 -2.247
C 2.590 1.585 -0.414
H 3.753 -0.613 -1.367
C 0.630 -3.321 0.560
H 2.482 -0.260 2.167
S -2.843 0.512 0.961
N -1.325 -1.711 0.580
H 2.177 0.884 -2.407
C -1.978 -2.617 -1.619
H -3.267 -1.819 -0.068
C 0.764 2.732 0.671
C -2.223 2.071 1.678
C -2.102 3.176 0.629
H -3.094 3.432 0.246
H 5.370 -0.022 -0.910
H 2.713 2.484 1.511
C -0.027 -2.126 0.797
C 1.968 -3.381 0.900
C 4.384 0.276 -1.263
C 1.976 -1.103 1.726
H -2.524 -3.387 0.333
C 0.633 -1.024 1.386
C 2.628 -2.291 1.466
```

## Properties
HOMO energy = -7.7502 eV
gap between HOMO and LUMO = 8.39 eV
LUMO level = 0.643 eV

[3]
Density functional theory data (ωB97M-V with the def2-TZVPD basis set) for a structure of composition C10H37N2OsSi4Te in a non-equilibrium geometry.

The geometry in XYZ format:
```
55
Properties=species:S:1:pos:R:3
C 1.237 1.594 0.043
H 3.376 -0.136 3.355
H -2.083 -0.174 7.523
H -1.193 -1.713 7.524
C 2.055 -1.184 7.089
H 1.194 -1.714 7.521
H 0.633 2.513 -0.109
H 0.896 1.891 7.520
Si 2.001 -1.152 5.198
H -3.577 0.790 4.869
H 1.103 -3.493 4.871
H -1.104 -3.494 4.881
H -1.508 -2.077 -1.086
H 1.175 -1.085 -0.140
N -0.041 0.205 -2.209
Si 0.010 0.014 4.804
H 1.927 1.533 -0.824
N -1.426 -1.558 -0.213
H 1.567 3.002 3.355
H -0.972 0.408 -2.583
C -1.924 -2.897 4.462
H 0.291 -0.654 -2.661
H -2.861 -3.425 4.699
C 1.545 3.116 4.449
H -2.969 -1.713 7.396
H -4.394 -0.767 4.684
H -1.537 4.188 4.682
H 0.574 0.954 -2.542
Te -0.132 -0.058 2.317
C 1.922 -2.893 4.452
C 3.465 -0.216 4.448
H 2.971 -1.713 7.394
H -0.884 1.889 7.523
C -1.547 3.111 4.454
H 2.862 -3.421 4.680
C -2.053 -1.184 7.090
Os -0.007 0.041 -0.105
H 4.393 -0.763 4.678
H 1.820 1.677 0.976
H 0.004 3.429 7.398
H -2.474 2.699 4.874
H 3.574 0.795 4.864
H 1.535 4.192 4.682
H -3.382 -0.138 3.360
H -1.573 2.989 3.362
Si 0.002 2.318 5.200
H -1.813 -2.875 3.368
H 2.084 -0.174 7.520
Si -1.995 -1.153 5.198
H -1.195 -2.253 0.506
C 0.005 2.372 7.091
H -2.382 -1.257 0.026
H 1.805 -2.857 3.359
C -3.466 -0.221 4.453
H 2.475 2.703 4.862
```

## Properties
2S+1 = 5
total charge = +1
HOMO energy (alpha / beta) = -8.5292 / -11.0648 eV
gap between HOMO and LUMO (alpha / beta) = 5.59 / 6.39 eV
LUMO level (alpha / beta) = -2.943 / -4.671 eV

[4]
Density functional theory data (ωB97M-V with the def2-TZVPD basis set) for a cluster of 8 separate species, C30H38Cl8O14 in total in a non-equilibrium geometry.

The geometry in XYZ format:
```
90
Properties=species:S:1:pos:R:3
H 1.794 -2.613 4.950
H -3.255 4.159 -2.875
H 1.896 0.101 1.224
H -0.447 -2.325 5.140
H 4.798 -2.767 1.721
C -1.480 -1.017 8.227
O 1.474 -1.388 -1.756
H -2.959 4.992 2.767
O -0.240 -2.957 7.736
H -0.248 1.514 1.570
C -0.814 -1.988 7.291
H -1.963 0.712 4.119
O 0.943 -1.277 2.875
C 1.031 1.160 -9.111
Cl -2.702 2.663 2.849
H -0.608 4.284 1.858
C 0.161 -1.710 -2.197
C -3.982 -2.602 -2.103
Cl -1.419 3.727 -0.309
C -4.918 -3.549 -2.863
O 1.427 -1.132 -8.598
C 3.726 -1.781 5.038
H 1.276 1.720 -0.570
C 1.358 0.111 -8.111
H -2.890 3.222 -4.356
H 2.954 -2.044 0.337
H 0.470 3.288 -9.239
H 5.094 0.381 2.692
C 1.748 -0.023 -1.688
H -3.633 4.237 1.342
C 4.689 -0.777 4.519
H -2.594 1.932 -2.263
O 2.786 0.332 1.568
H 1.311 -1.090 -9.561
H -0.550 -1.287 -1.481
C -1.496 4.556 1.292
Cl -4.043 -4.805 -3.755
C 1.039 2.804 -7.295
C 0.854 2.516 -8.585
C 2.500 -1.905 4.535
H -1.399 5.610 1.043
H 2.845 -3.640 -0.425
C 4.331 -0.160 3.234
H 1.758 0.430 -2.692
H 2.754 0.152 -1.304
C 1.435 1.760 -6.298
H -1.297 -2.301 9.575
H -1.409 1.077 0.349
H 5.030 -2.251 6.355
C -0.657 0.659 1.019
H 1.054 3.987 -5.864
O 1.500 1.969 -5.105
C 3.525 -2.898 -0.015
H -0.101 1.140 -1.378
H -5.602 -4.038 -2.172
O -1.540 -0.164 4.180
C -2.068 0.118 7.816
O 5.729 -0.485 5.075
C -0.865 -1.643 5.869
C 2.056 -1.175 3.332
H 1.778 -0.393 -6.113
C -3.578 3.347 -3.522
H -5.519 -2.969 -3.561
H -3.436 -3.174 -1.357
C 3.109 -0.297 2.694
H -0.026 -1.221 -3.158
Cl 4.601 -2.257 -1.278
O 0.676 3.992 -6.760
C -3.578 2.072 -2.708
Cl 3.223 -4.400 2.201
C 1.597 0.397 -6.830
Cl -5.152 3.742 -4.253
C -1.388 -0.478 5.463
C -2.776 4.229 2.010
O 4.144 -2.519 6.074
H 0.084 -2.791 -2.191
H -4.602 -1.831 -1.652
Cl -2.854 -1.830 -3.234
O -2.310 1.612 6.014
C 0.775 0.773 -0.829
O -1.507 -1.354 9.525
H -1.148 -0.033 1.696
Cl -4.726 2.206 -1.333
H -2.545 0.743 8.558
H -3.822 1.191 -3.295
O 0.393 0.018 0.304
C -1.964 0.525 6.434
O 0.945 0.902 -10.293
H 5.118 -4.186 0.758
C 4.323 -3.533 1.109
```

## Properties
HOMO energy = -9.2568 eV
gap between HOMO and LUMO = 7.53 eV
LUMO level = -1.723 eV

[5]
Density functional theory data (ωB97M-V with the def2-TZVPD basis set) for the molecule C4H4F2.

The geometry in XYZ format:
```
10
Properties=species:S:1:pos:R:3
H 1.186 1.500 -0.061
C 1.559 0.489 -0.021
H -2.629 0.361 -0.034
H 2.645 0.296 -0.013
F -1.265 -1.791 -0.026
C -0.743 -0.541 0.004
C 0.741 -0.550 -0.007
F 1.231 -1.796 0.037
C -1.551 0.505 0.037
H -1.175 1.525 0.083
```

## Properties
HOMO energy = -9.3933 eV
gap between HOMO and LUMO = 9.99 eV
LUMO level = 0.592 eV

[6]
Density functional theory data (ωB97M-V with the def2-TZVPD basis set) for the molecule C6H9N in a non-equilibrium geometry.

The geometry in XYZ format:
```
16
Properties=species:S:1:pos:R:3
H 1.529 1.754 -0.950
H -1.038 -0.365 1.783
C -0.546 0.140 -0.886
H 0.323 0.707 2.462
C 0.167 0.669 0.349
H 0.126 0.185 -1.750
C -0.208 0.325 1.583
H -1.448 -1.678 -1.675
H 1.238 2.533 0.625
H -1.823 -1.392 0.023
N 0.991 -2.839 -0.057
H -1.404 0.785 -1.128
H 2.275 1.098 0.516
C -1.034 -1.311 -0.731
C 1.366 1.569 0.118
C 0.076 -2.193 -0.344
```

## Properties
HOMO energy = -9.5630 eV
gap between HOMO and LUMO = 10.40 eV
LUMO level = 0.839 eV

[7]
Density functional theory data (ωB97M-V with the def2-TZVPD basis set) for a structure of composition C4H4ClN4O4 in a non-equilibrium geometry.

The geometry in XYZ format:
```
17
Properties=species:S:1:pos:R:3
H -1.001 1.392 -2.643
C -0.394 0.728 -0.906
N -3.391 0.286 0.864
N -1.251 -0.777 0.685
H -0.666 -2.476 1.262
H -3.801 1.268 0.819
N -0.277 0.783 -2.147
N 3.372 -0.718 -0.083
H 2.384 -1.002 -0.314
O -1.613 1.232 -0.294
C -0.181 -0.613 -0.167
Cl 1.102 1.791 0.525
O 4.799 1.018 0.604
C 3.951 0.289 0.240
C -2.185 0.259 0.484
O 0.633 -1.522 -0.383
O -1.479 -1.936 1.454
```

## Properties
2S+1 = 3
total charge = -1
HOMO energy (alpha / beta) = -1.8653 / -5.8708 eV
gap between HOMO and LUMO (alpha / beta) = 5.34 / 6.46 eV
LUMO level (alpha / beta) = 3.475 / 0.586 eV

[8]
Density functional theory data (ωB97M-V with the def2-TZVPD basis set) for a cluster of 2 separate species, C5H10NO2 in total in a non-equilibrium geometry.

The geometry in XYZ format:
```
18
Properties=species:S:1:pos:R:3
O 0.618 -2.471 -1.022
H 0.555 1.763 1.494
H 0.698 -2.882 1.636
C 1.553 -2.366 1.192
H -0.092 3.465 1.203
C 1.124 -1.793 -0.152
H 1.128 -0.328 -1.193
C -1.255 0.728 -0.507
C -0.186 2.378 1.024
H -1.538 2.795 -0.309
H -2.115 -0.217 -2.231
O 1.495 -0.476 -0.278
C -1.949 0.671 -1.644
H 2.255 -3.192 1.083
N -0.994 2.012 0.089
H 1.913 -1.500 1.759
H -2.336 1.571 -2.154
H -0.877 -0.158 0.008
```

## Properties
total charge = +1
HOMO energy = -13.8319 eV
gap between HOMO and LUMO = 8.14 eV
LUMO level = -5.690 eV

[9]
Density functional theory data (ωB97M-V with the def2-TZVPD basis set) for the molecule C5H2O in a non-equilibrium geometry.

The geometry in XYZ format:
```
8
Properties=species:S:1:pos:R:3
C 2.483 -0.339 0.118
C 1.298 -0.112 0.144
H -0.405 0.250 1.348
H 3.525 -0.563 0.060
C -2.317 0.236 -0.590
C -0.102 0.109 0.308
C -1.008 0.118 -0.682
O -3.474 0.301 -0.706
```

## Properties
HOMO energy = -9.4602 eV
gap between HOMO and LUMO = 8.38 eV
LUMO level = -1.081 eV

[10]
Density functional theory data (ωB97M-V with the def2-TZVPD basis set) for the molecule C18H20N2O5 in a non-equilibrium geometry.

The geometry in XYZ format:
```
45
Properties=species:S:1:pos:R:3
H -5.735 -2.981 1.110
O 7.482 -2.136 0.121
O 3.163 2.360 0.515
H 1.994 -0.088 1.481
C 4.793 0.153 -0.908
C 3.879 -1.770 0.184
C -4.023 -0.500 -0.460
H 8.149 -1.584 -0.231
C -0.575 1.183 -0.187
C 1.621 0.523 0.647
C -4.275 -1.684 0.228
C 2.270 -0.005 -0.653
C -5.568 -2.067 0.570
N -2.736 2.330 -0.502
H -2.230 2.595 -1.368
H -7.951 -2.395 0.994
H -2.342 0.973 1.032
H 3.290 3.235 0.851
C 3.670 -0.540 -0.455
C -2.616 -0.106 -0.811
H 4.690 1.090 -1.378
H 6.940 0.199 -1.091
H 3.030 -2.332 0.552
H 2.267 0.771 -1.385
N 0.168 0.387 0.642
C -6.642 -1.253 0.239
O -0.048 1.877 -1.058
C 6.251 -1.580 -0.087
H -4.946 1.262 -1.310
C -6.412 -0.050 -0.461
H -2.564 3.093 0.178
C -2.090 1.118 -0.022
H -0.268 0.085 1.490
H -1.967 -0.966 -0.647
C 6.071 -0.365 -0.728
H 5.266 -3.256 0.878
C 1.986 1.950 1.020
H 1.638 -0.813 -1.025
H -7.272 0.579 -0.700
H -3.442 -2.337 0.488
O 1.307 2.657 1.740
C 5.148 -2.289 0.374
O -7.932 -1.564 0.534
C -5.126 0.312 -0.792
H -2.507 0.139 -1.903
```

## Properties
HOMO energy = -8.3314 eV
gap between HOMO and LUMO = 8.86 eV
LUMO level = 0.527 eV

[11]
Density functional theory data (ωB97M-V with the def2-TZVPD basis set) for a structure of composition C30H52Cl2KLiMgN4NbO11S2 in a non-equilibrium geometry.

The geometry in XYZ format:
```
105
Properties=species:S:1:pos:R:3
Cl -4.491 1.775 2.605
H 3.426 -0.507 1.563
Nb -0.261 1.124 -4.112
N 4.017 2.008 3.702
C -0.417 -0.665 1.098
H -4.759 0.001 4.136
H 9.248 2.446 5.937
C -0.299 -1.375 -0.313
N -6.250 1.390 -2.966
O -2.314 -6.321 -3.903
C -5.936 2.746 -3.432
H -3.237 0.243 -1.836
H 2.578 -6.440 -1.557
H 1.298 -3.585 0.655
O -1.433 5.108 -1.429
C 5.433 2.304 3.656
H 8.891 0.219 8.969
H 8.510 -0.859 7.608
O -1.331 6.594 -2.994
H 0.909 -6.605 0.259
H 0.533 -2.115 -0.561
H -2.861 2.983 -3.069
O -4.774 -1.281 -2.504
C 9.366 1.588 6.603
O -1.468 7.209 -0.927
C 1.179 -5.617 -0.127
H 5.842 2.171 4.660
H -1.614 0.919 2.455
H -0.888 0.683 -5.789
H -4.951 -1.478 -4.585
C 2.937 -4.354 -1.338
C -5.552 1.042 -1.693
C -6.095 0.347 -4.011
H 7.211 -0.234 8.612
H -4.557 1.601 -1.625
H 7.406 0.181 5.720
H -3.825 -0.126 -4.052
H -3.159 0.749 4.235
H -3.463 1.457 0.514
Cl -4.562 -1.504 1.656
C -3.329 -0.704 2.661
C -1.725 -6.582 -2.852
Li -7.091 -2.240 -3.397
H 0.379 -0.901 1.883
H -2.283 2.773 -5.808
O 7.081 0.937 6.229
C 8.036 1.226 7.247
H 0.805 -1.303 -2.908
H 5.967 1.662 2.958
H -6.214 1.458 -0.833
C -2.605 0.699 0.373
S -4.742 3.168 -4.764
H -6.522 -0.950 -1.221
H 0.098 -4.600 1.452
O -2.255 -6.602 -1.713
H 4.851 -1.358 -0.441
H 4.573 0.809 1.275
H 5.553 3.348 3.356
O -0.505 -6.867 -2.759
H -2.557 -0.303 1.996
C -1.358 -1.032 -1.399
C 8.176 0.022 8.166
H 10.117 1.831 7.359
C 2.569 -5.692 -0.760
C -2.480 -0.005 -1.005
H 3.317 -5.979 -0.016
H 3.433 2.552 4.322
K -2.185 -3.093 3.577
Mg -9.560 -1.668 -4.284
H -2.876 -1.481 3.278
O 2.120 0.944 3.161
C -0.173 -1.099 -3.501
C 1.100 -4.601 1.009
H -7.037 -0.331 -3.935
H -2.035 4.672 -5.645
H -4.845 -0.692 -0.501
N 3.225 -3.298 -1.793
H 1.449 1.124 -4.729
H 1.821 -4.838 1.799
N -1.410 6.304 -1.783
C -4.837 -0.627 -3.797
C 4.105 0.195 2.047
H -0.445 3.975 -3.540
H -0.063 -1.707 -4.482
H 4.862 -0.374 2.589
H -6.067 0.728 -5.087
H -1.973 1.132 -3.511
H 0.438 -5.357 -0.889
C -2.009 3.661 -5.112
H 7.658 2.080 7.815
O -1.368 -1.560 -2.737
C -5.465 -0.540 -1.468
C 0.587 1.763 -2.064
H 9.741 0.761 5.991
C -3.124 3.668 -3.944
O 5.673 -1.073 -0.049
C -0.537 3.388 -4.534
H 1.860 1.927 0.004
C -1.526 0.367 1.452
C 3.331 1.064 3.001
H 0.319 3.761 -5.220
S -6.744 4.029 -2.669
C -3.920 0.377 3.546
C 1.097 1.892 -0.856
H -3.201 4.743 -3.517
```

## Properties
total charge = -1
HOMO energy = -3.9630 eV
gap between HOMO and LUMO = 1.55 eV
LUMO level = -2.414 eV

[12]
Density functional theory data (ωB97M-V with the def2-TZVPD basis set) for a cluster of 11 separate species, H21O11 in total in a non-equilibrium geometry.

The geometry in XYZ format:
```
32
Properties=species:S:1:pos:R:3
O 0.013 3.829 0.307
H 0.958 0.829 0.639
H 0.403 1.572 -0.609
H -1.462 0.014 -0.580
H 0.486 -1.923 -0.405
H -1.342 -0.465 -3.899
H 3.346 0.196 -0.332
O 4.184 0.113 0.123
H -0.308 -0.565 -0.805
O -2.183 -2.399 0.391
O 0.912 1.705 0.201
H 4.150 -0.517 0.850
H -0.348 3.137 0.847
H -0.147 -4.753 0.594
H 0.943 3.589 0.440
H 1.486 -1.784 1.258
O -0.841 0.327 -1.270
H -2.633 2.168 -1.369
H -3.107 1.090 -2.430
O 0.292 -1.241 0.291
O 0.034 -4.355 -0.274
O 0.098 2.844 3.087
H -0.268 -3.421 -0.067
H -0.261 3.743 2.980
H -0.283 0.087 -2.888
H 2.125 -1.528 2.688
O -0.433 -0.178 -3.833
H -0.347 2.317 2.409
O -3.078 2.025 -2.204
H -2.872 -2.224 1.032
H -1.366 -1.980 0.720
O 1.848 -2.252 2.108
```

## Properties
total charge = -1
HOMO energy = -6.8598 eV
gap between HOMO and LUMO = 9.64 eV
LUMO level = 2.782 eV